Record 1
The following is a DFT calculation (wB97M-V/def2-TZVPD) of a 2-piece molecular cluster, C5H12O2 overall.

Its lowest unoccupied orbital energy is 0.028 hartree. The relative energy (zero: lowest compared OMol25 entry of this formula, charge and spin) is 197.03 kJ/mol. As for the molar mass: 104.15 g/mol. The calculation puts the max |F| at 0.51 eV Å⁻¹. Its total energy is -9473.0937 eV.

CARTESIAN COORDINATES (ANGSTROEM)
C1 -0.352 -0.057 1.410
C2 0.030 0.998 0.693
C3 -0.926 2.092 0.290
C4 1.496 1.162 0.308
O1 2.241 -0.030 0.308
H1 -1.397 -0.273 1.625
H2 0.381 -0.801 1.704
H3 -0.722 2.491 -0.712
H4 -0.840 2.924 0.997
H5 -1.965 1.745 0.311
H6 1.561 1.677 -0.667
H7 1.977 1.819 1.043
H8 1.738 -0.697 -0.192
C5 -0.594 -2.523 -1.310
O2 0.110 -1.469 -0.717
H9 -1.670 -2.319 -1.308
H10 -0.255 -2.656 -2.341
H11 -0.394 -3.422 -0.721
H12 -0.420 -0.658 -0.719



Record 2
The following is a DFT calculation (wB97M-V/def2-TZVPD) of an isolated molecule of C5H12O2.

Its lowest unoccupied orbital energy is 0.027 hartree. The relative energy (zero: lowest compared OMol25 entry of this formula, charge and spin) is 61.52 kJ/mol. As for the molar mass: 104.15 g/mol. The calculation puts the max |F| at 0.41 eV Å⁻¹. Its total energy is -9474.4981 eV.

CARTESIAN COORDINATES (ANGSTROEM)
C1 2.656 -0.547 0.518
C2 1.590 -0.023 -0.439
C3 0.179 -0.143 0.128
O1 0.165 0.464 1.406
C4 -0.855 0.506 -0.797
C5 -2.278 0.069 -0.497
O2 -2.596 0.477 0.830
H1 3.662 -0.311 0.157
H2 2.524 -0.094 1.504
H3 2.585 -1.635 0.633
H4 1.624 -0.575 -1.388
H5 1.781 1.032 -0.675
H6 -0.063 -1.220 0.225
H7 -0.766 0.508 1.675
H8 -0.632 0.265 -1.844
H9 -0.776 1.595 -0.682
H10 -2.350 -1.026 -0.590
H11 -2.978 0.516 -1.218
H12 -3.472 0.142 1.055



Record 3
The following is a DFT calculation (wB97M-V/def2-TZVPD) of an isolated molecule of C5H12O2.

Its lowest unoccupied orbital energy is 0.013 hartree. The relative energy (zero: lowest compared OMol25 entry of this formula, charge and spin) is 452.58 kJ/mol. As for the molar mass: 104.15 g/mol. The calculation puts the max |F| at 0.40 eV Å⁻¹. Its total energy is -9470.4451 eV.

CARTESIAN COORDINATES (ANGSTROEM)
C1 -2.542 -0.282 1.166
C2 -1.265 -0.586 0.394
C3 -0.637 0.665 -0.203
O1 -0.453 1.551 0.897
C4 0.562 0.533 -1.077
C5 2.901 -0.084 -0.750
O2 1.620 -0.435 -0.203
H1 -2.337 0.421 1.978
H2 -3.285 0.175 0.504
H3 -2.971 -1.193 1.593
H4 -0.537 -1.043 1.078
H5 -1.468 -1.290 -0.420
H6 -1.351 1.122 -0.915
H7 0.399 1.970 0.752
H8 0.325 -0.195 -1.878
H9 3.651 -0.631 -0.185
H10 2.938 -0.296 -1.824
H11 2.986 0.993 -0.618
H12 1.465 -1.394 -0.291



Record 4
The following is a DFT calculation (wB97M-V/def2-TZVPD) of a 2-piece molecular cluster, C5H12O2 overall at a distorted geometry.

Its lowest unoccupied orbital energy is 0.016 hartree. The relative energy (zero: lowest compared OMol25 entry of this formula, charge and spin) is 207.89 kJ/mol. As for the molar mass: 104.15 g/mol. The calculation puts the max |F| at 2.52 eV Å⁻¹. Its total energy is -9472.9810 eV.

CARTESIAN COORDINATES (ANGSTROEM)
C1 -1.174 -3.360 0.828
C2 -1.376 -2.476 -0.393
C3 -0.743 -1.129 -0.435
C4 0.428 -0.788 -0.951
C5 1.176 0.408 -0.397
O1 1.627 1.249 -1.459
H1 -2.119 -3.438 1.398
H2 -0.403 -3.087 1.540
H3 -1.182 -4.420 0.528
H4 -2.463 -2.299 -0.449
H5 -1.105 -3.015 -1.304
H6 -1.114 -0.541 0.417
H7 0.909 -1.384 -1.727
H8 2.004 0.019 0.216
H9 0.564 1.043 0.245
H10 2.177 1.942 -1.077
O2 -0.088 4.992 2.025
H11 -0.611 4.216 2.113
H12 0.826 4.769 1.856



Record 5
The following is a DFT calculation (wB97M-V/def2-TZVPD) of a 3-piece molecular cluster, C5H12O2 overall at a distorted geometry.

Its lowest unoccupied orbital energy is 0.029 hartree. The relative energy (zero: lowest compared OMol25 entry of this formula, charge and spin) is 385.89 kJ/mol. As for the molar mass: 104.15 g/mol. The calculation puts the max |F| at 4.05 eV Å⁻¹. Its total energy is -9471.1362 eV.

CARTESIAN COORDINATES (ANGSTROEM)
C1 1.480 0.182 1.611
C2 0.382 -0.579 1.650
C3 -0.991 -0.056 1.326
C4 -1.620 -0.706 0.109
C5 -1.144 -1.862 -0.384
H1 2.158 -0.098 2.387
H2 1.611 1.068 0.964
H3 0.393 -1.574 2.060
H4 -1.175 1.024 1.152
H5 -1.780 -0.180 2.069
H6 -2.760 -0.610 -0.003
H7 -1.638 -2.807 -0.589
H8 -0.063 -1.836 -0.694
O1 2.094 1.577 -1.659
H9 1.639 0.729 -1.711
H10 2.957 1.552 -2.071
O2 -0.595 1.005 -2.093
H11 -0.536 1.556 -1.306
H12 -0.413 1.616 -2.817



Record 6
The following is a DFT calculation (wB97M-V/def2-TZVPD) of a 3-piece molecular cluster, C5H12O2 overall at a distorted geometry.

Its lowest unoccupied orbital energy is 0.020 hartree. The relative energy (zero: lowest compared OMol25 entry of this formula, charge and spin) is 227.00 kJ/mol. As for the molar mass: 104.15 g/mol. The calculation puts the max |F| at 2.47 eV Å⁻¹. Its total energy is -9472.7830 eV.

CARTESIAN COORDINATES (ANGSTROEM)
C1 -0.478 -0.874 2.425
C2 -0.196 -1.016 1.134
C3 -1.112 -0.667 0.014
C4 -0.686 -0.070 -1.100
C5 -1.646 0.145 -2.209
H1 0.337 -1.057 3.144
H2 -1.311 -0.415 2.914
H3 0.695 -1.488 0.738
H4 -2.118 -1.047 0.208
H5 0.338 0.184 -1.302
H6 -1.573 0.988 -2.904
H7 -2.731 0.137 -2.012
H8 -1.578 -0.691 -2.919
O1 1.474 1.773 0.479
H9 1.588 2.711 0.691
H10 0.824 1.514 1.148
O2 3.128 -0.148 -0.313
H11 2.771 0.607 0.230
H12 2.271 -0.586 -0.367



Record 7
The following is a DFT calculation (wB97M-V/def2-TZVPD) of C5H12O2 as an isolated structure.

Its lowest unoccupied orbital energy is 0.034 hartree. The relative energy (zero: lowest compared OMol25 entry of this formula, charge and spin) is 378.81 kJ/mol. As for the molar mass: 104.15 g/mol. The calculation puts the max |F| at 0.46 eV Å⁻¹. Its total energy is -9471.2096 eV.

CARTESIAN COORDINATES (ANGSTROEM)
C1 -0.373 2.112 1.100
C2 0.159 0.676 1.188
C3 0.501 0.110 -0.173
O1 1.752 0.589 -0.675
C4 0.316 -1.237 -0.598
C5 -0.748 -2.147 -0.063
O2 -0.474 -0.654 -2.222
H1 0.278 2.746 0.484
H2 -1.365 2.128 0.636
H3 -0.444 2.584 2.086
H4 1.077 0.668 1.798
H5 -0.569 0.049 1.716
H6 -0.386 0.169 -1.303
H7 1.844 1.506 -0.391
H8 1.161 -1.737 -1.071
H9 -1.629 -1.596 0.278
H10 -1.061 -2.847 -0.841
H11 -0.352 -2.728 0.779
H12 0.314 -0.390 -2.728



Record 8
The following is a DFT calculation (wB97M-V/def2-TZVPD) of C5H12O2 as an isolated structure at a distorted geometry.

Its lowest unoccupied orbital energy is 0.018 hartree. The relative energy (zero: lowest compared OMol25 entry of this formula, charge and spin) is 360.97 kJ/mol. As for the molar mass: 104.15 g/mol. The calculation puts the max |F| at 4.42 eV Å⁻¹. Its total energy is -9471.3945 eV.

CARTESIAN COORDINATES (ANGSTROEM)
C1 2.376 0.254 1.288
C2 0.943 0.653 0.977
C3 0.342 -0.159 -0.155
O1 0.338 -1.540 0.066
C4 -1.203 0.287 -0.299
C5 -1.402 -0.013 -1.727
O2 -2.069 -0.553 0.382
H1 2.427 -0.814 1.515
H2 3.036 0.450 0.433
H3 2.758 0.814 2.146
H4 0.291 0.505 1.847
H5 0.884 1.719 0.708
H6 0.953 0.002 -1.072
H7 -0.519 -1.681 0.513
H8 -1.317 1.356 -0.037
H9 -1.058 -1.016 -1.980
H10 -2.858 -0.365 -1.635
H11 -1.044 0.761 -2.427
H12 -2.878 -0.661 -0.543



Record 9
The following is a DFT calculation (wB97M-V/def2-TZVPD) of an isolated molecule of C5H12O2.

Its lowest unoccupied orbital energy is 0.036 hartree. The relative energy (zero: lowest compared OMol25 entry of this formula, charge and spin) is 108.31 kJ/mol. As for the molar mass: 104.15 g/mol. The calculation puts the max |F| at 0.43 eV Å⁻¹. Its total energy is -9474.0132 eV.

CARTESIAN COORDINATES (ANGSTROEM)
C1 -0.589 -1.000 1.982
O1 -0.570 -0.695 0.602
C2 0.464 0.186 0.160
C3 1.851 -0.411 0.376
C4 0.204 0.456 -1.319
C5 -1.135 1.129 -1.612
O2 -2.237 0.272 -1.427
H1 0.204 -0.478 2.531
H2 -0.452 -2.079 2.121
H3 -1.553 -0.707 2.412
H4 0.381 1.135 0.720
H5 1.922 -1.379 -0.130
H6 2.082 -0.557 1.436
H7 2.615 0.256 -0.038
H8 0.244 -0.499 -1.859
H9 1.019 1.085 -1.699
H10 -1.224 2.041 -0.995
H11 -1.158 1.450 -2.660
H12 -2.068 -0.203 -0.600



Record 10
The following is a DFT calculation (wB97M-V/def2-TZVPD) of an isolated molecule of C5H12O2 at a distorted geometry.

Its lowest unoccupied orbital energy is 0.035 hartree. The relative energy (zero: lowest compared OMol25 entry of this formula, charge and spin) is 200.79 kJ/mol. As for the molar mass: 104.15 g/mol. The calculation puts the max |F| at 3.23 eV Å⁻¹. Its total energy is -9473.0546 eV.

CARTESIAN COORDINATES (ANGSTROEM)
C1 -1.817 -0.444 1.400
O1 -0.472 -0.366 0.839
C2 -0.210 0.454 -0.259
C3 -0.412 1.925 0.083
C4 1.214 0.147 -0.717
C5 1.451 -1.324 -1.070
O2 1.495 -2.172 0.054
H1 -2.485 0.458 1.246
H2 -1.217 -0.677 2.295
H3 -2.419 -1.267 0.960
H4 -0.925 0.138 -1.027
H5 0.282 2.244 0.870
H6 -1.432 2.129 0.427
H7 -0.233 2.533 -0.807
H8 1.929 0.444 0.063
H9 1.411 0.768 -1.599
H10 0.679 -1.647 -1.793
H11 2.421 -1.428 -1.570
H12 0.742 -1.914 0.605



Record 11
The following is a DFT calculation (wB97M-V/def2-TZVPD) of a 2-piece molecular cluster, C5H12O2S overall.

Its lowest unoccupied orbital energy is 0.023 hartree. The relative energy (zero: lowest compared OMol25 entry of this formula, charge and spin) is 103.13 kJ/mol. As for the molar mass: 136.22 g/mol. The calculation puts the max |F| at 0.95 eV Å⁻¹. Its total energy is -20309.2494 eV.

CARTESIAN COORDINATES (ANGSTROEM)
C1 -2.388 2.402 -0.595
S1 -1.157 1.492 -1.558
C2 0.163 1.298 -0.329
C3 0.305 -0.084 0.287
C4 0.335 -1.286 -0.655
C5 1.597 -1.325 -1.470
O1 2.233 -2.310 -1.738
H1 -2.149 3.456 -0.480
H2 -3.325 2.297 -1.140
H3 -2.545 1.862 0.337
H4 -0.040 2.050 0.429
H5 1.097 1.657 -0.776
H6 -0.540 -0.248 0.963
H7 1.145 -0.097 0.984
H8 0.143 -2.184 -0.080
H9 -0.458 -1.155 -1.398
H10 1.978 -0.323 -1.759
O2 1.066 -2.272 2.725
H11 0.547 -2.843 3.291
H12 1.991 -2.387 2.965



Record 12
The following is a DFT calculation (wB97M-V/def2-TZVPD) of an isolated molecule of C5H12O2S at a distorted geometry.

Its lowest unoccupied orbital energy is 0.019 hartree. The relative energy (zero: lowest compared OMol25 entry of this formula, charge and spin) is 319.83 kJ/mol. As for the molar mass: 136.22 g/mol. The calculation puts the max |F| at 4.14 eV Å⁻¹. Its total energy is -20307.0034 eV.

CARTESIAN COORDINATES (ANGSTROEM)
C1 1.747 -1.829 -0.892
C2 2.348 -0.505 -0.460
C3 1.426 0.442 0.245
O1 0.704 -0.216 1.280
S1 -0.152 0.878 -0.960
C4 -2.096 1.148 -0.389
C5 -2.347 0.339 0.859
O2 -2.334 2.458 -0.265
H1 0.791 -1.737 -1.165
H2 2.133 -2.308 -1.789
H3 1.821 -2.571 -0.103
H4 3.324 -0.693 0.147
H5 2.713 -0.067 -1.370
H6 1.903 1.388 0.709
H7 -0.118 -0.480 0.942
H8 -2.598 0.748 -1.247
H9 -1.649 -0.530 0.915
H10 -1.934 0.917 1.652
H11 -3.327 0.045 1.109
H12 -2.357 2.575 0.781